[1]
# C11H36BCl2F4NO10

A cluster of 8 separate species, C11H36BCl2F4NO10 in total at a distorted geometry (wB97M-V/def2-TZVPD, the Open Molecules 2025 dataset).

Structure (XYZ):
```
65
Properties=species:S:1:pos:R:3:mulliken_charge:R:1
F -4.030 30.218 -26.925 -0.403
F -5.001 30.684 -28.902 -0.377
H -10.776 35.401 -30.753 0.219
H -11.515 30.565 -27.981 0.301
C -7.233 26.366 -25.596 -0.531
H -6.613 28.774 -31.609 0.296
H -12.336 23.087 -30.428 0.294
O -12.799 26.449 -30.772 -0.508
H -15.963 34.203 -30.035 0.239
H -6.726 30.291 -35.109 0.292
C -6.019 28.750 -34.178 -0.392
H -5.333 29.356 -33.587 0.343
O -7.210 28.219 -32.116 -0.484
Cl -15.408 32.336 -31.404 -0.146
H -9.108 32.890 -32.548 0.295
H -5.408 26.527 -24.237 0.286
O -9.544 34.956 -29.370 -0.527
H -6.033 24.887 -24.534 0.292
H -8.665 35.174 -29.053 0.308
H -8.183 25.832 -25.554 0.296
H -7.255 26.964 -33.792 0.300
H -15.399 29.714 -25.747 0.278
H -13.289 32.694 -25.594 0.309
F -2.817 30.590 -28.780 -0.385
H -13.083 29.197 -24.284 0.302
Cl -17.581 34.019 -31.675 -0.144
H -6.615 28.145 -25.627 0.309
C -14.721 29.995 -24.941 -0.486
H -6.900 26.063 -26.588 0.335
B -3.975 30.043 -28.285 0.603
N -10.860 30.385 -28.729 -0.406
C -8.886 34.604 -31.648 -0.190
H -16.980 32.808 -29.683 0.264
H -5.475 28.437 -35.069 0.319
H -14.098 24.932 -30.323 0.342
H -11.177 29.604 -29.285 0.335
C -14.522 31.465 -24.824 -0.333
H -9.386 36.519 -30.559 0.320
C -6.308 25.932 -24.387 -0.285
H -15.490 31.936 -24.650 0.280
O -7.137 29.503 -34.745 -0.517
O -7.488 27.757 -25.530 -0.502
C -6.585 27.651 -33.275 -0.453
H -9.979 30.113 -28.316 0.388
O -9.639 33.445 -31.972 -0.519
H -10.536 25.294 -30.640 0.297
C -16.493 33.364 -30.484 -0.212
O -10.757 24.434 -30.276 -0.494
H -8.009 34.230 -31.120 0.231
C -13.038 25.151 -30.194 -0.404
O -13.522 29.305 -25.130 -0.496
C -9.695 35.477 -30.638 -0.470
C -12.070 24.091 -30.759 -0.271
H -12.068 24.014 -31.846 0.254
F -3.979 28.673 -28.603 -0.433
H -10.874 31.148 -29.391 0.362
H -5.717 27.065 -32.973 0.294
H -6.627 25.383 -22.601 0.304
H -12.958 25.325 -29.121 0.200
H -8.538 35.170 -32.513 0.338
H -15.147 29.549 -24.042 0.323
H -13.983 31.629 -23.891 0.308
O -7.051 25.998 -23.204 -0.507
H -13.285 26.471 -31.599 0.294
O -13.856 32.005 -25.946 -0.475
```

Electronic energy in a.u.: -2592.5698
Energy relative to the best compared isomer or geometry (same formula, charge and spin) in kcal per mole: 127.8
Frontier orbital gap in eV: 7.97
LUMO level in eV: -1.50
Highest occupied orbital energy in eV: -9.5
M in g/mol: 500.116

***

[2]
# C11H38N17O13P

A cluster of 9 separate species, C11H38N17O13P in total at a distorted geometry (wB97M-V/def2-TZVPD, the Open Molecules 2025 dataset).

Structure (XYZ):
```
80
Properties=species:S:1:pos:R:3:mulliken_charge:R:1
O 0.240 0.659 -0.234 -0.564
N -5.788 -0.160 -2.014 -0.239
H -4.081 2.430 -0.614 0.156
N 4.623 0.634 4.225 -0.341
O 2.648 1.532 9.121 -0.656
C 0.094 1.036 -4.269 0.706
H -2.004 -0.830 -1.097 -0.326
H 6.250 -6.161 3.291 0.216
H -2.378 4.982 -8.373 0.150
H 4.437 -1.077 8.791 0.181
H 3.471 -0.580 10.137 0.203
H -6.503 0.025 -2.691 0.150
H -7.311 4.586 0.476 0.238
C -5.792 3.455 -0.258 0.652
H 1.434 0.697 -2.784 0.170
C 3.404 0.735 8.591 0.511
O 5.398 -4.705 5.111 -0.663
H -2.532 -1.441 0.439 0.462
H 1.124 -1.002 -1.358 -0.400
N -6.390 4.245 0.682 -0.398
H -6.720 -2.289 -3.020 0.151
O -1.910 1.555 -1.494 -0.449
N 7.387 -5.123 6.107 -0.385
H -5.720 -3.366 -2.109 0.233
H -1.051 3.800 -5.314 0.173
C -2.143 1.803 -2.677 0.222
O 1.352 -2.665 -2.519 -0.320
N -4.545 3.011 0.061 -0.284
H 7.121 -4.546 6.884 0.222
H 0.908 -0.755 -3.576 0.124
C 1.736 -1.910 -1.333 0.581
C -2.498 3.704 -6.720 0.695
H -2.269 3.814 -2.471 0.206
H -0.282 1.452 -0.055 0.363
N 0.882 0.246 -3.490 -0.265
N 0.064 -3.225 -2.297 0.330
N -0.654 0.373 -5.196 -0.576
C 5.066 -0.625 4.523 0.598
H 3.881 0.825 3.578 0.130
C -5.371 -1.412 -1.676 0.676
H 2.783 -1.640 -1.477 0.335
O -4.500 -1.616 -0.845 -0.629
H -0.803 4.924 -6.614 0.185
H -2.414 1.015 -4.589 0.284
O 1.489 -2.702 -0.216 -0.354
N 3.817 -0.410 9.211 -0.347
H -2.513 3.285 -4.102 0.026
H -0.636 -0.622 -5.316 0.165
H -3.730 3.907 -8.321 0.232
H 5.076 1.400 4.688 0.249
N -2.886 4.256 -7.906 -0.439
H -5.961 4.495 1.553 0.152
P -0.315 -0.623 0.698 -0.124
O -0.572 -3.121 -3.268 -0.340
H -1.491 -2.477 -0.495 0.557
N 6.890 -6.044 4.054 -0.389
H 4.721 -2.568 4.061 0.167
H 8.287 -5.564 6.113 0.158
N -2.328 3.067 -3.138 -0.222
H -5.353 0.616 -1.547 0.006
N -2.231 0.831 -3.619 -0.204
N -6.002 -2.430 -2.335 -0.416
H 3.624 1.742 6.846 0.164
H -4.073 3.231 0.918 0.170
O -3.141 2.815 -6.171 -0.635
O -6.337 3.163 -1.311 -0.637
H -1.254 0.928 -5.784 0.296
O 5.971 -0.823 5.324 -0.690
H -2.099 -0.117 -3.317 0.157
N -1.352 4.201 -6.189 -0.254
H 3.678 -1.473 3.214 0.137
O 1.570 -2.032 1.867 -0.419
H 4.528 0.265 6.885 0.190
C -1.694 -1.434 -0.251 -0.555
C 1.071 -1.899 0.842 0.664
O 0.048 2.249 -4.144 -0.640
N 3.904 0.914 7.336 -0.257
C 6.485 -5.254 5.093 0.673
N 4.424 -1.624 3.869 -0.213
H 7.780 -6.503 4.019 0.161
```

Electronic energy in a.u.: -2692.4593
Energy relative to the best compared isomer or geometry (same formula, charge and spin) in kcal per mole: 33.6
Frontier orbital gap in eV: 7.86
LUMO level in eV: -0.41
Highest occupied orbital energy in eV: -8.3
M in g/mol: 647.505

***

[3]
# C11H38N6O8

A cluster of 8 separate species, C11H38N6O8 in total at a distorted geometry (wB97M-V/def2-TZVPD, the Open Molecules 2025 dataset).

Structure (XYZ):
```
63
Properties=species:S:1:pos:R:3:mulliken_charge:R:1
C 1.761 -2.353 -2.444 0.462
N -1.332 -0.731 0.693 0.202
H 3.784 0.100 -0.299 0.210
H 3.915 2.292 -2.175 0.332
C -0.919 -1.943 0.959 0.512
N 2.271 -2.014 -1.275 -0.415
H -3.948 1.767 -0.306 0.354
H -2.452 -2.855 -4.666 0.308
H -4.786 1.569 2.258 0.354
C 4.313 1.650 -1.421 -0.791
H 0.296 -3.496 0.526 0.265
H 2.586 2.255 3.579 0.438
O -0.741 2.017 3.299 -0.713
H 1.582 -3.988 -3.537 0.323
O -1.637 -2.761 1.792 -0.803
C -1.940 -1.825 -2.686 1.039
C 0.325 1.229 3.373 0.663
H 1.857 3.665 1.963 0.244
H -0.002 0.031 1.720 -0.454
H 2.933 -2.489 -0.660 0.261
O 3.261 2.700 3.099 -0.647
H 1.493 -0.221 2.543 0.249
H 1.204 2.049 -1.376 0.461
N 1.952 -3.620 -2.664 -0.362
H -3.594 -3.028 -3.342 0.331
H -5.260 0.707 -0.290 0.469
H 2.486 -1.021 -1.229 0.133
O 1.070 -1.474 -3.206 -0.689
H -3.171 0.993 2.076 0.067
N 0.145 -2.476 0.396 -0.147
H -1.044 1.883 0.844 -0.058
C -4.356 0.913 0.184 -0.547
H 3.510 3.790 1.359 0.348
C -2.896 -2.300 -3.783 -1.399
H 0.888 -2.073 -0.124 0.343
O -1.228 -3.004 -2.281 -0.543
H -3.938 -0.519 3.107 0.358
H 1.855 -4.239 -1.834 0.230
N 0.558 0.278 2.571 0.188
H 5.331 1.275 -1.657 0.333
H -0.708 -2.716 -1.517 0.136
H -3.679 0.180 -0.301 -0.206
C -4.213 0.821 1.725 -0.202
H 0.561 0.151 -2.112 0.235
N 1.244 1.319 4.298 -0.536
O -4.415 -0.449 2.271 -0.527
C 0.449 1.517 -0.788 -0.446
H -3.375 -1.363 -4.104 0.360
H 1.757 0.536 4.578 0.199
H 4.519 2.332 -0.582 0.241
H -0.884 -0.263 -0.151 0.410
H -1.339 -0.912 -2.936 0.073
H 2.603 2.228 1.162 -0.168
O -0.171 0.469 -1.556 -0.592
H -1.348 2.841 -0.566 0.378
H 1.051 0.902 -0.144 0.232
H 1.073 2.000 5.001 0.289
O 3.385 0.663 -1.001 -0.526
C 2.764 3.097 1.791 -0.174
H -0.091 3.227 0.492 0.418
H -2.254 -0.385 1.137 -0.363
H -2.484 -1.371 -1.820 -0.301
C -0.546 2.438 0.006 -0.844
```

Electronic energy in a.u.: -1372.2579
Energy relative to the best compared isomer or geometry (same formula, charge and spin) in kcal per mole: 82.2
Frontier orbital gap in eV: 8.40
LUMO level in eV: -0.49
Highest occupied orbital energy in eV: -8.9
M in g/mol: 382.459